[1]
Here is the molecule C5H6O2 from the OMol25 dataset. Energies are from ωB97M-V/def2-TZVPD.

Last columns: bonded neighbours and bond lengths (Å).
Atoms and positions in Å:
1 C -1.22608 0.92175 0.12340  C2 1.533, H8 1.093, H9 1.094, H10 1.095
2 C -0.66338 -0.48641 0.34617  C1 1.533, O3 1.399, C4 1.524, H11 1.100
3 O -1.61407 -1.46321 0.03202  C2 1.399, H12 0.972
4 C 0.57984 -0.68624 -0.51151  C2 1.524, O5 1.215, C6 1.457
5 O 0.55664 -1.42539 -1.47494  C4 1.215
6 C 1.77729 0.04658 -0.12119  C4 1.457, C7 1.204
7 C 2.76457 0.62769 0.25024  C6 1.204, H13 1.070
8 H -2.04549 1.09769 0.82515  C1 1.093
9 H -1.62449 0.99025 -0.89365  C1 1.094
10 H -0.46630 1.69801 0.26474  C1 1.095
11 H -0.35949 -0.60217 1.39670  C2 1.100
12 H -1.32797 -1.85403 -0.81081  O3 0.972
13 H 3.64894 1.13547 0.57367  C7 1.070

Output
LUMO, eV: -0.03
ΔE to the lowest compared entry with this formula, charge and spin, eV: 2.138
2S+1: 1
SMILES: C#CC(=O)[C@@H](C)O
E_HOMO, eV: -10.58
F_max, Eh/bohr: 0.010
DFT total energy, eV: -9374.9579
Kohn-Sham gap, eV: 10.55



[2]
Here is the molecule CH4N2O2 in a non-equilibrium geometry from the OMol25 dataset. Energies are from ωB97M-V/def2-TZVPD.

Last columns: bonded neighbours and bond lengths (Å).
Atoms and positions in Å:
1 C 0.43480 0.15948 0.03776  N2 1.360, O3 1.446, N5 1.253
2 N 0.37799 -1.18277 -0.17166  C1 1.360, H7 1.006, H8 1.008
3 O -0.75145 0.90999 -0.31065  C1 1.446, O4 1.460
4 O -1.70925 0.11836 0.45597  O3 1.460, H6 1.156
5 N 1.49392 0.80179 0.22863  C1 1.253, H9 1.012
6 H -2.15040 0.74880 -0.40622  O4 1.156
7 H 1.24639 -1.66728 -0.01966  N2 1.006
8 H -0.40605 -1.66010 0.24428  N2 1.008
9 H 1.46406 1.77172 -0.05846  N5 1.012

Output
LUMO, eV: 0.53
ΔE to the lowest compared entry with this formula, charge and spin, eV: 4.451
2S+1: 1
SMILES: [H]/N=C(/N)OO
E_HOMO, eV: -9.83
F_max, Eh/bohr: 0.117
DFT total energy, eV: -8172.2343
Kohn-Sham gap, eV: 10.36



[3]
Here is a cluster of 2 separate species, C2H7N in total in a non-equilibrium geometry from the OMol25 dataset. Energies are from ωB97M-V/def2-TZVPD.

Last columns: bonded neighbours and bond lengths (Å).
Atoms and positions in Å:
1 N -2.04334 0.94320 -0.33399  H2 1.010, H3 1.009, H4 1.012
2 H -2.22641 -0.04396 -0.44513  N1 1.010
3 H -2.37786 1.33733 0.53289  N1 1.009
4 H -1.03487 1.02029 -0.34725  N1 1.012
5 C 1.50901 -0.29325 -0.50245  C6 1.346, H7 1.080, H8 1.078
6 C 1.15697 -0.84762 0.67209  C5 1.346, H9 1.087, H10 1.088
7 H 1.27364 0.75986 -0.53938  C5 1.080
8 H 1.89421 -0.87983 -1.32118  C5 1.078
9 H 1.19962 -0.18951 1.53670  C6 1.087
10 H 0.64902 -1.80650 0.74770  C6 1.088

Output
LUMO, eV: 1.10
ΔE to the lowest compared entry with this formula, charge and spin, eV: 1.574
2S+1: 1
SMILES: C=C.N
E_HOMO, eV: -9.51
F_max, Eh/bohr: 0.031
DFT total energy, eV: -3675.9088
Kohn-Sham gap, eV: 10.61